Below is one molecule with the formula C2HIN2O2, with properties calculated with ωB97M-V/def2-TZVPD.

Structure (XYZ):
```
8
Properties=species:S:1:pos:R:3:lowdin_charge:R:1
O -1.3638 -1.4964 -0.5019 0.1007
O 0.5382 -1.6648 0.5095 0.0298
C 0.1967 0.2954 -0.4766 -0.6897
N -0.2671 -1.0890 -0.1690 -0.4727
I 2.2311 0.5579 -0.7423 1.0007
N -0.5615 1.5854 1.8426 0.1479
C -0.2160 1.2147 0.8459 -0.2447
H -0.5575 0.5968 -1.3082 0.1280
```

The calculation puts the electronic energy at -17261.1045 eV. Its structure (SMILES) is N#C[C@@H](I)[N+](=O)[O-]. The calculation puts the energy above the lowest of the compared OMol25 structures with the same formula, charge and spin at 2.425 eV. Its spin multiplicity is 1. As for the strongest force on any atom: 7.857 eV/A.

=====

Below is C2HN2O as an isolated structure, with properties calculated with ωB97M-V/def2-TZVPD.

Structure (XYZ):
```
6
Properties=species:S:1:pos:R:3:lowdin_charge:R:1
N 1.9410 0.4407 -0.2302 0.3908
C -0.8260 -0.1265 -0.0731 -0.1196
H -1.9177 -0.3407 -0.0485 0.2212
O -0.0435 -0.3354 0.9804 0.2117
C 1.0982 0.0440 0.4554 -0.1952
N -0.2519 0.3179 -1.0840 0.4910
```

The calculation puts the electronic energy at -7102.5712 eV. The calculation puts the energy above the lowest of the compared OMol25 structures with the same formula, charge and spin at 2.964 eV. Its spin multiplicity is 1. As for the strongest force on any atom: 2.559 eV/A. Its net charge is +1.

=====

Below is a 2-piece molecular cluster, C2HN2O2 overall, with properties calculated with ωB97M-V/def2-TZVPD.

Structure (XYZ):
```
7
Properties=species:S:1:pos:R:3:lowdin_charge:R:1
C 2.1105 0.8597 0.2462 -0.5541
N 2.9851 1.6486 0.1056 0.0292
O -3.0140 -1.8023 -0.3464 -0.0516
O -0.9917 -2.7837 -0.2436 -0.0523
C 1.4342 -0.1501 0.6226 -0.0004
H 0.4573 -0.2284 0.8569 -0.0933
N -1.8492 -1.9175 -0.0204 -0.2777
```

The calculation puts the electronic energy at -9159.1174 eV. The calculation puts the energy above the lowest of the compared OMol25 structures with the same formula, charge and spin at 7.123 eV. Its spin multiplicity is 1. As for the strongest force on any atom: 3.304 eV/A. Its net charge is -1.

=====

Below is a 2-piece molecular cluster, C2HN2O2S overall, with properties calculated with ωB97M-V/def2-TZVPD.

Structure (XYZ):
```
8
Properties=species:S:1:pos:R:3:lowdin_charge:R:1
C 0.7369 -0.3382 0.4569 -0.5854
N 1.0514 -0.6497 -2.9403 -0.3037
C 1.2844 0.8372 0.1433 -0.7602
N 1.5624 0.2692 -2.5852 0.2519
O 0.3739 -1.3472 -0.1924 -0.2217
O 0.5963 -1.5399 -3.5242 0.0744
S 1.8522 2.2841 0.4563 0.4334
H 0.5807 -0.5258 1.5764 0.1113
```

The calculation puts the electronic energy at -19997.4754 eV. The calculation puts the energy above the lowest of the compared OMol25 structures with the same formula, charge and spin at 1.026 eV. Its spin multiplicity is 1. As for the strongest force on any atom: 2.695 eV/A. Its net charge is -1.

=====

Below is a 2-piece molecular cluster, C2HN2OS overall, with properties calculated with ωB97M-V/def2-TZVPD.

Structure (XYZ):
```
7
Properties=species:S:1:pos:R:3:lowdin_charge:R:1
N 1.3366 1.4343 1.2002 -0.0428
C -0.6930 -0.1850 -0.6475 -0.6364
S 1.1757 -1.2982 1.0177 0.4286
H -0.2376 -0.8552 -1.4883 0.1210
C -0.2184 -1.0299 0.2982 -0.7060
N 0.3366 1.5340 0.6847 -0.0148
O -1.6998 0.4000 -1.0650 -0.1495
```

The calculation puts the electronic energy at -17951.9694 eV. The calculation puts the energy above the lowest of the compared OMol25 structures with the same formula, charge and spin at 2.611 eV. Its spin multiplicity is 1. As for the strongest force on any atom: 4.672 eV/A. Its net charge is -1.

=====

Below is a 2-piece molecular cluster, C2HN2S3 overall, with properties calculated with ωB97M-V/def2-TZVPD.

Structure (XYZ):
```
8
Properties=species:S:1:pos:R:3:lowdin_charge:R:1
S 2.4360 -1.9318 0.9172 -0.1469
C -1.3818 -0.1903 0.0576 -0.4984
N 0.3854 0.9906 -0.1803 -0.8484
S -0.4176 -1.3915 -0.8844 0.7477
C 0.8430 -0.1030 -0.8182 -0.5649
H -2.3818 -0.5810 0.4046 0.0656
N -0.8261 0.9135 0.3704 -0.0589
S 1.3428 2.2935 0.1333 0.3043
```

The calculation puts the electronic energy at -37571.9506 eV. The calculation puts the energy above the lowest of the compared OMol25 structures with the same formula, charge and spin at 5.495 eV. Its spin multiplicity is 1. As for the strongest force on any atom: 3.691 eV/A. Its net charge is -1.